Entry from the OMol25 dataset: a molecular structure, C49H106As2F12O40Y (the ωB97M-V functional and the def2-TZVPD basis).

Last column: Löwdin charge in e.
Atoms and positions in Å:
Y: -0.304 2.487 -3.276  1.7671
As: -0.117 -0.058 0.199  1.0162
F: 1.474 -0.728 -0.322  -0.2464
F: -0.090 -1.101 1.666  -0.2476
F: -1.750 0.501 0.686  -0.2565
F: -0.274 0.954 -1.324  -0.3012
F: -1.017 -1.376 -0.639  -0.2642
F: 0.724 1.295 1.074  -0.2495
As: 2.851 3.713 -5.589  0.9901
F: 4.056 4.601 -6.582  -0.2632
F: 4.074 3.889 -4.221  -0.2798
F: 1.724 2.858 -4.449  -0.3241
F: 1.707 3.591 -6.958  -0.2589
F: 3.535 2.119 -6.073  -0.2682
F: 2.089 5.284 -5.108  -0.2619
C: 0.651 5.682 -2.538  -0.0755
O: 0.040 4.867 -3.577  -0.2172
H: -0.024 5.829 -1.694  0.0877
H: 1.587 5.351 -2.088  0.0786
H: 0.930 6.650 -2.953  0.1064
H: -0.119 5.470 -4.307  0.0994
C: -1.351 -6.190 3.646  -0.1364
O: -1.050 -6.952 4.836  -0.1183
H: -2.366 -6.487 3.380  0.0747
H: -1.313 -5.117 3.833  0.0726
H: -0.570 -6.303 2.895  0.0550
H: -1.310 -6.451 5.612  0.0745
C: -1.572 3.457 -0.037  -0.0838
O: -1.659 3.379 -1.472  -0.2185
H: -0.525 3.347 0.247  0.0688
H: -1.896 4.466 0.217  0.1019
H: -2.266 2.799 0.485  0.0777
H: -2.588 3.597 -1.581  0.0438
C: 4.040 -1.122 -3.030  -0.1332
O: 3.411 -0.471 -4.108  -0.1283
H: 4.318 -2.162 -3.201  0.0791
H: 4.944 -0.557 -2.801  0.0972
H: 3.450 -1.098 -2.115  0.0637
H: 4.047 -0.368 -4.820  0.1026
C: 2.753 2.303 -1.677  -0.0681
O: 1.445 2.888 -1.737  -0.2460
H: 3.516 3.079 -1.622  0.1073
H: 2.806 1.659 -0.799  0.0758
H: 2.874 1.637 -2.531  0.0652
H: 1.511 3.488 -0.991  0.0172
C: 2.147 4.216 1.503  -0.0930
O: 1.834 4.650 0.184  -0.1464
H: 2.522 3.194 1.458  0.0790
H: 2.814 5.012 1.835  0.0830
H: 1.355 4.351 2.239  0.0828
H: 1.489 5.542 0.267  0.1033
C: -3.162 4.802 -3.874  -0.1216
O: -2.495 3.597 -4.002  -0.2081
H: -2.655 5.556 -3.272  0.1017
H: -3.255 5.168 -4.897  0.0939
H: -4.204 4.721 -3.565  0.0967
H: -3.042 3.068 -4.587  0.1010
C: 0.167 -0.819 -3.644  -0.0840
O: 0.836 0.446 -3.690  -0.2136
H: 0.771 -1.529 -3.079  0.0958
H: -0.745 -0.824 -3.048  0.0539
H: -0.078 -1.171 -4.646  0.0906
H: 1.759 0.265 -3.882  0.0440
C: 0.610 -0.313 4.899  -0.1548
O: 0.154 -1.630 4.981  -0.1045
H: 1.621 -0.337 5.305  0.0797
H: 0.643 0.201 3.939  0.0638
H: -0.009 0.320 5.534  0.0813
H: -0.760 -1.580 4.692  0.0330
C: -1.178 3.121 -6.638  -0.1418
O: -0.758 2.192 -5.693  -0.1744
H: -2.193 2.967 -7.004  0.0940
H: -1.208 4.127 -6.219  0.0855
H: -0.565 3.194 -7.536  0.0974
H: -0.336 1.555 -6.274  0.1183
C: 2.539 -4.181 4.723  -0.1748
O: 2.267 -3.388 5.841  -0.1074
H: 1.870 -5.039 4.657  0.0721
H: 2.442 -3.643 3.781  0.0550
H: 3.563 -4.541 4.829  0.0863
H: 1.649 -2.733 5.509  0.0182
C: -3.087 0.294 -2.450  -0.1009
O: -2.369 1.000 -3.463  -0.2022
H: -2.887 0.773 -1.491  0.0674
H: -4.151 0.202 -2.667  0.0966
H: -2.663 -0.689 -2.248  0.0691
H: -2.631 0.495 -4.237  0.0217
C: -2.830 -1.737 -5.738  -0.0876
O: -2.717 -0.307 -5.698  -0.1186
H: -3.763 -2.127 -6.146  0.0705
H: -1.986 -2.228 -6.223  0.0920
H: -2.868 -2.086 -4.706  0.0704
H: -3.017 0.070 -6.529  0.1042
C: 2.934 1.051 8.475  -0.0060
C: 3.203 2.272 7.592  -0.3023
C: 4.539 2.231 6.953  -0.0915
O: 4.196 2.246 5.574  0.0631
C: 2.895 2.409 5.332  -0.5053
O: 2.287 2.701 4.259  0.0749
O: 2.281 2.234 6.478  0.0940
H: 1.896 1.209 8.769  0.0920
H: 3.678 1.053 9.271  0.0934
H: 3.054 0.085 7.986  0.0969
H: 3.145 3.182 8.189  0.1565
H: 5.097 1.363 7.304  0.1443
H: 5.088 3.111 7.288  0.1359
C: 4.247 -2.429 0.513  0.0126
C: 4.182 -1.097 1.283  -0.3101
C: 3.116 -0.981 2.333  -0.1273
O: 3.790 -1.097 3.543  0.0810
C: 5.088 -0.961 3.359  -0.5343
O: 5.950 -0.912 4.252  0.1035
O: 5.350 -0.910 2.049  0.0999
H: 4.939 -2.316 -0.322  0.0766
H: 3.246 -2.504 0.088  0.0489
H: 4.523 -3.316 1.084  0.0919
H: 3.988 -0.257 0.616  0.1343
H: 2.334 -1.736 2.252  0.1264
H: 2.746 0.044 2.360  0.1235
C: -6.829 0.930 1.785  0.0105
C: -6.818 1.109 0.266  -0.3320
C: -7.532 2.279 -0.338  -0.1011
O: -6.657 2.870 -1.255  0.1111
C: -5.431 2.455 -0.932  -0.4851
O: -4.446 2.937 -1.442  0.1232
O: -5.484 1.457 0.021  0.0631
H: -7.823 0.627 2.115  0.0925
H: -6.710 1.924 2.216  0.0935
H: -6.111 0.191 2.140  0.0755
H: -6.944 0.147 -0.232  0.1468
H: -7.877 3.017 0.386  0.1480
H: -8.369 1.780 -0.826  0.1456
C: -3.577 -4.434 1.229  0.0135
C: -3.161 -2.963 1.584  -0.2986
C: -4.342 -2.036 1.638  -0.0697
O: -4.219 -1.570 3.004  0.0731
C: -3.083 -2.004 3.560  -0.5695
O: -2.696 -1.609 4.651  0.1223
O: -2.546 -2.926 2.834  0.1183
H: -2.798 -5.191 1.138  0.0633
H: -4.007 -4.488 0.229  0.0682
H: -4.243 -4.751 2.032  0.0962
H: -2.391 -2.604 0.902  0.1307
H: -5.286 -2.574 1.556  0.1348
H: -4.349 -1.246 0.888  0.1183
C: -3.271 1.810 4.289  -0.0047
C: -2.349 2.873 4.931  -0.3212
C: -1.381 3.463 3.960  -0.1025
O: -1.353 4.817 4.407  0.0605
C: -2.506 5.086 5.096  -0.4998
O: -2.913 6.212 5.397  0.1191
O: -3.181 3.946 5.311  0.1047
H: -2.743 0.905 3.987  0.0663
H: -3.861 2.191 3.455  0.0792
H: -4.018 1.441 4.992  0.0904
H: -1.760 2.394 5.713  0.1553
H: -1.755 3.358 2.941  0.1187
H: -0.369 3.063 4.025  0.1242
C: 0.976 -4.176 -0.380  -0.0124
C: 0.863 -5.307 0.677  -0.2885
C: 1.242 -6.664 0.143  -0.0889
O: 2.587 -6.787 0.586  0.0705
C: 2.891 -5.931 1.566  -0.4828
O: 4.026 -5.831 2.074  0.1116
O: 1.848 -5.046 1.695  0.0587
H: 1.813 -4.352 -1.056  0.0822
H: 0.946 -3.201 0.107  0.0547
H: 0.158 -4.123 -1.098  0.0719
H: -0.192 -5.327 0.950  0.1276
H: 1.197 -6.851 -0.930  0.1346
H: 0.642 -7.447 0.607  0.1329
C: -5.798 -4.230 -5.380  -0.0085
C: -5.627 -4.354 -3.889  -0.2767
C: -4.197 -4.444 -3.333  -0.0608
O: -4.184 -3.433 -2.330  0.0737
C: -5.258 -2.718 -2.300  -0.5498
O: -5.461 -1.746 -1.525  0.0747
O: -6.067 -3.100 -3.295  0.0824
H: -5.493 -3.267 -5.790  0.0697
H: -6.880 -4.205 -5.511  0.0944
H: -5.338 -5.057 -5.921  0.1006
H: -6.198 -5.125 -3.372  0.1585
H: -3.536 -4.188 -4.162  0.1081
H: -3.954 -5.387 -2.843  0.1457
C: 3.029 -3.768 -6.054  -0.0017
C: 1.857 -4.683 -5.692  -0.3443
C: 2.093 -5.504 -4.420  -0.0472
O: 0.912 -5.271 -3.642  0.0979
C: 0.181 -4.376 -4.218  -0.6153
O: -0.898 -4.023 -3.869  0.1539
O: 0.820 -3.883 -5.285  0.0846
H: 2.804 -3.302 -7.013  0.0944
H: 3.954 -4.345 -6.084  0.0966
H: 3.112 -3.075 -5.217  0.0693
H: 1.697 -5.312 -6.568  0.1564
H: 3.007 -5.140 -3.950  0.1328
H: 2.231 -6.574 -4.574  0.1424
C: 5.730 3.168 2.848  0.0002
C: 5.798 4.379 3.796  -0.3134
C: 7.040 5.178 3.699  -0.0745
O: 6.536 6.500 3.395  0.0859
C: 5.245 6.467 3.049  -0.5318
O: 4.577 7.418 2.558  0.0822
O: 4.783 5.271 3.324  0.0750
H: 4.702 2.808 2.842  0.0653
H: 6.456 2.490 3.296  0.0976
H: 6.057 3.393 1.833  0.0942
H: 5.675 4.100 4.843  0.1381
H: 7.705 4.680 2.994  0.1386
H: 7.458 5.239 4.704  0.1389

Computed properties:
Max |F|, eV/A: 4.86
Orbital gap, eV: 7.6
Net charge: +1